Below is a 10-piece molecular cluster, C30H40N10 overall at a distorted geometry, with properties calculated with the ωB97M-V functional and the def2-TZVPD basis.

Each line ends with the Mulliken charge.
Positions of all 80 atoms, in Å:
C: -0.338 0.458 0.520  -0.34
C: 0.455 -0.442 1.157  -0.55
C: -0.318 -1.649 1.239  -0.45
N: -1.503 -1.369 0.642  0.05
C: -1.530 -0.083 0.242  -0.59
H: 0.007 1.448 0.259  0.43
H: 1.384 -0.216 1.658  0.40
H: -0.186 -2.641 1.643  0.42
H: -2.242 -2.048 0.529  0.18
H: -2.449 0.272 -0.200  0.45
C: -0.046 3.235 -6.196  -0.43
C: 0.518 4.412 -6.478  -0.42
C: 0.457 5.298 -5.374  -0.50
N: -0.020 4.559 -4.372  0.04
C: -0.395 3.321 -4.858  -0.43
H: -0.179 2.363 -6.819  0.39
H: 0.823 4.685 -7.477  0.37
H: 0.888 6.264 -5.154  0.37
H: -0.137 4.916 -3.434  0.19
H: -0.977 2.737 -4.160  0.43
C: 3.430 -9.701 1.125  -0.32
C: 2.320 -9.093 1.690  -0.45
C: 1.957 -7.976 0.918  -0.60
N: 2.817 -7.996 -0.152  0.03
C: 3.688 -9.040 -0.028  -0.40
H: 3.999 -10.568 1.428  0.40
H: 1.858 -9.493 2.580  0.39
H: 1.217 -7.190 0.940  0.41
H: 2.797 -7.359 -0.935  0.19
H: 4.463 -9.200 -0.762  0.37
C: 7.379 -4.376 3.069  -0.38
C: 6.193 -3.566 3.006  -0.40
C: 5.103 -4.479 3.078  -0.43
N: 5.619 -5.776 3.064  0.00
C: 7.018 -5.752 2.960  -0.54
H: 8.347 -3.898 3.039  0.37
H: 6.085 -2.497 3.115  0.39
H: 4.058 -4.209 3.117  0.42
H: 5.069 -6.604 3.239  0.22
H: 7.630 -6.640 3.022  0.35
C: -5.360 4.156 3.882  -0.41
C: -5.958 3.106 4.617  -0.43
C: -5.158 1.987 4.342  -0.41
N: -4.081 2.354 3.618  0.02
C: -4.238 3.657 3.212  -0.52
H: -5.673 5.189 3.859  0.37
H: -6.807 3.072 5.284  0.38
H: -5.315 0.979 4.695  0.36
H: -3.403 1.694 3.265  0.20
H: -3.569 4.070 2.471  0.42
C: -1.484 8.592 2.391  -0.74
C: -0.965 7.605 1.479  0.29
N: -0.569 6.766 0.783  -0.33
H: -0.727 8.924 3.102  0.27
H: -2.301 8.179 2.982  0.25
H: -1.718 9.515 1.862  0.26
C: -8.013 -2.641 0.798  -0.70
C: -6.751 -3.326 0.620  0.29
N: -5.763 -3.865 0.426  -0.36
H: -8.744 -2.937 0.046  0.27
H: -7.775 -1.590 0.637  0.25
H: -8.356 -2.748 1.827  0.26
C: 4.131 -2.988 -1.667  -0.65
C: 4.427 -1.615 -1.800  0.27
N: 4.707 -0.522 -1.947  -0.35
H: 4.777 -3.468 -0.932  0.24
H: 4.341 -3.387 -2.659  0.25
H: 3.088 -3.103 -1.370  0.23
C: -5.962 2.787 -5.644  -0.74
C: -6.211 1.917 -4.452  0.27
N: -6.443 1.234 -3.583  -0.29
H: -6.551 2.455 -6.498  0.25
H: -4.911 2.807 -5.933  0.24
H: -6.143 3.852 -5.497  0.27
C: 4.545 5.852 -1.238  -0.66
C: 5.019 6.898 -0.229  0.25
N: 5.484 7.682 0.482  -0.36
H: 4.167 6.366 -2.122  0.25
H: 3.733 5.343 -0.719  0.24
H: 5.273 5.042 -1.272  0.28

Results
* F_max: 4.9 eV/Å
* energy: -46654.4786 eV
* frontier orbital gap: 0.303 hartree
* SMILES string: c1cc[nH]c1.c1cc[nH]c1.c1cc[nH]c1.c1cc[nH]c1.c1cc[nH]c1.CC#N.CC#N.CC#N.CC#N.CC#N
* HOMO level: -7.99 eV
* energy above the lowest of the compared OMol25 structures with the same formula, charge and spin: 2.260 eV